(1)
Density functional theory data (ωB97M-V/def2-TZVPD) for C4H6N2O in the gas phase.

Geometry as ORCA input:
```
! RIJCOSX wB97M-V def2-TZVPD def2/J DEFGRID3
* xyz 0 1
C -2.191 0.423 0.064
C -0.811 -0.084 -0.152
C -0.333 -1.195 -0.742
N 1.054 -1.147 -0.817
C 1.340 -0.006 -0.281
N 2.588 0.566 -0.203
O 0.284 0.709 0.160
H -2.478 1.140 -0.713
H -2.877 -0.427 0.000
H -2.335 0.903 1.035
H -0.894 -2.032 -1.135
H 2.797 1.071 0.646
H 3.302 -0.105 -0.450
*
```

SMILES: Cc1cnc(N)o1
M: 98.1 g mol⁻¹
energy relative to the best compared isomer or geometry (same formula, charge and spin): 0.534 eV

(2)
Density functional theory data (ωB97M-V/def2-TZVPD) for C4H6N2O in the gas phase at a distorted geometry.

Geometry as ORCA input:
```
! RIJCOSX wB97M-V def2-TZVPD def2/J DEFGRID3
* xyz 0 1
C -0.865 -0.516 1.479
C -0.815 1.266 -0.362
C 0.801 0.513 -1.572
C 0.687 -0.280 -0.495
H -0.929 -1.653 1.326
H -1.838 -0.163 1.743
H -0.077 -0.372 2.213
H -1.753 1.872 -0.088
H 1.575 0.512 -2.385
H 2.229 -1.536 -0.643
N -0.339 0.138 0.287
N -0.138 1.546 -1.453
O 1.460 -1.329 -0.051
*
```

SMILES: Cn1cncc1O
M: 98.1 g mol⁻¹
energy relative to the best compared isomer or geometry (same formula, charge and spin): 1.346 eV

(3)
Density functional theory data (ωB97M-V/def2-TZVPD) for C4H6N2O in the gas phase.

Geometry as ORCA input:
```
! RIJCOSX wB97M-V def2-TZVPD def2/J DEFGRID3
* xyz 0 1
N -2.365 -0.398 0.008
C -1.018 -0.112 -0.022
C -0.363 1.019 0.317
C 1.095 0.669 0.316
C 1.020 -0.717 -0.275
O 2.106 -1.443 -0.578
N -0.164 -1.182 -0.405
H -2.653 -1.141 -0.611
H -2.981 0.401 0.010
H -0.790 1.974 0.592
H 1.775 1.356 -0.202
H 2.892 -0.894 -0.459
H 1.481 0.525 1.338
*
```

SMILES: NC1=CCC(O)=N1
M: 98.1 g mol⁻¹
energy relative to the best compared isomer or geometry (same formula, charge and spin): 0.977 eV

(4)
Density functional theory data (ωB97M-V/def2-TZVPD) for a molecular structure, C4H6N2O.

Geometry as ORCA input:
```
! RIJCOSX wB97M-V def2-TZVPD def2/J DEFGRID3
* xyz 0 1
N 1.712 -1.076 -1.217
C 1.229 -0.078 -0.644
O 1.876 1.051 -0.065
C 0.566 1.507 0.184
C -0.109 0.478 -0.335
C -1.437 -0.161 -0.146
N -1.383 -0.916 1.114
H 2.730 -1.031 -1.244
H -0.917 -0.296 1.774
H 0.386 2.469 0.646
H -1.685 -0.841 -0.966
H -2.243 0.579 -0.087
H -0.724 -1.683 0.986
*
```

M: 98.1 g mol⁻¹
energy relative to the best compared isomer or geometry (same formula, charge and spin): 2.894 eV

(5)
Density functional theory data (ωB97M-V/def2-TZVPD) for a molecular structure, C4H6N2O at a distorted geometry.

Geometry as ORCA input:
```
! RIJCOSX wB97M-V def2-TZVPD def2/J DEFGRID3
* xyz 0 1
C -2.287 0.425 0.021
C -1.008 -0.223 0.275
C -0.372 -1.002 -0.664
N 0.926 -0.850 -0.894
C 1.360 0.166 -0.125
N 2.700 0.385 -0.185
O 0.534 0.827 0.597
H -2.339 1.058 -0.890
H -2.634 -0.654 -0.025
H -2.917 0.827 0.814
H -0.868 -1.806 -1.216
H 3.188 1.011 0.427
H 3.228 -0.321 -0.679
*
```

M: 98.1 g mol⁻¹
energy relative to the best compared isomer or geometry (same formula, charge and spin): 2.856 eV

(6)
Density functional theory data (ωB97M-V/def2-TZVPD) for C4H6N2O in the gas phase at a distorted geometry.

Geometry as ORCA input:
```
! RIJCOSX wB97M-V def2-TZVPD def2/J DEFGRID3
* xyz 0 1
C -2.123 0.108 -0.226
C -0.687 -0.331 -0.023
O 0.226 0.771 0.169
C 1.495 0.346 0.339
N 1.975 -0.803 0.567
C 2.603 1.220 -0.012
N 3.617 1.568 -0.444
H -2.227 0.829 -1.043
H -2.700 -0.792 -0.479
H -2.551 0.530 0.688
H -0.326 -0.880 -0.900
H -0.627 -0.993 0.849
H 1.324 -1.571 0.514
*
```

SMILES: [H]/N=C(/C#N)OCC
M: 98.1 g mol⁻¹
energy relative to the best compared isomer or geometry (same formula, charge and spin): 2.111 eV

(7)
Density functional theory data (ωB97M-V/def2-TZVPD) for C4H6N2O in the gas phase at a distorted geometry.

Geometry as ORCA input:
```
! RIJCOSX wB97M-V def2-TZVPD def2/J DEFGRID3
* xyz 0 1
C 2.246 -0.214 0.006
C 0.736 -0.443 0.003
N 0.106 -0.687 -1.100
C -1.189 -0.273 -0.993
C -1.415 0.265 0.235
O -2.585 0.738 0.726
N -0.269 0.240 0.962
H 2.871 -0.941 -0.544
H 2.623 -0.169 1.023
H 2.438 0.745 -0.496
H -1.908 -0.374 -1.788
H -3.231 0.595 0.016
H -0.423 0.518 1.949
*
```

SMILES: Cc1ncc(O)[nH]1
M: 98.1 g mol⁻¹
energy relative to the best compared isomer or geometry (same formula, charge and spin): 1.497 eV

(8)
Density functional theory data (ωB97M-V/def2-TZVPD) for C4H6N2O in the gas phase at a distorted geometry.

Geometry as ORCA input:
```
! RIJCOSX wB97M-V def2-TZVPD def2/J DEFGRID3
* xyz 0 1
C 0.086 -1.264 -0.515
C -1.275 0.566 -1.098
C 0.525 0.776 1.490
C 0.803 -0.102 0.207
H 0.337 -1.839 -1.343
H -0.033 -2.060 0.320
H -2.223 1.034 -1.595
H 1.413 0.987 2.193
H -0.350 0.459 1.850
H 1.914 -0.439 0.073
N -0.527 1.441 -0.640
N 0.622 1.265 0.037
O -1.293 -0.823 -0.980
*
```

SMILES: C1=NN2C[C@H]2CO1
M: 98.1 g mol⁻¹
energy relative to the best compared isomer or geometry (same formula, charge and spin): 5.579 eV

Calculated values (Ha) of HOMO level for the records, taken in order: -0.2999 -0.3032 -0.2861 -0.3344 -0.3016 -0.3973 -0.2928 -0.3216.